No. 1
C4H9NO4 | ωB97M-V with the def2-TZVPD basis set

Structure (XYZ):
```
18
Properties=species:S:1:pos:R:3:nbo_charge:R:1
C -0.41 0.59 -0.06 0.421
C -0.08 -0.45 -1.01 -0.448
C 0.14 0.61 1.34 -0.689
N -2.08 -0.24 -0.11 -0.375
C 1.75 -0.29 -1.04 0.757
O -0.57 1.82 -0.64 -0.701
O -2.11 -1.16 1.01 -0.621
O 2.32 -1.26 -0.28 -0.714
O 2.41 0.47 -1.70 -0.615
H 0.08 2.45 -0.29 0.492
H -2.43 -1.98 0.60 0.472
H 3.29 -1.22 -0.44 0.490
H -2.61 0.56 0.25 0.323
H -0.17 -1.49 -0.72 0.238
H -0.31 -0.23 -2.05 0.253
H -0.71 0.63 2.04 0.251
H 0.78 1.48 1.51 0.218
H 0.70 -0.28 1.60 0.247
```

Properties
energy relative to the best compared isomer or geometry (same formula, charge and spin): 4.753 eV
2S+1: 1
HOMO-LUMO gap: 9.472 eV

***

No. 2
C4H6FNO2 | ωB97M-V with the def2-TZVPD basis set

Structure (XYZ):
```
14
Properties=species:S:1:pos:R:3:nbo_charge:R:1
C 0.88 1.81 -0.76 0.157
C -1.18 -0.71 1.25 -0.507
C 1.92 -0.28 -0.03 0.414
C 1.45 1.10 0.22 0.169
N 0.33 2.47 -1.55 -0.252
O 1.86 -1.11 1.02 -0.687
O 1.52 1.61 1.45 -0.604
F 1.23 -0.83 -1.10 -0.350
H -1.69 0.05 0.72 0.178
H -0.58 -0.32 2.03 0.164
H -1.28 -1.68 0.96 0.167
H 2.99 -0.29 -0.38 0.158
H 0.98 -1.39 0.92 0.487
H 1.87 0.86 2.05 0.504
```

Properties
energy relative to the best compared isomer or geometry (same formula, charge and spin): 4.837 eV
2S+1: 1
HOMO-LUMO gap (spin up / spin down): 7.876 / 8.813 eV

***

No. 3
C6H8N2O2 | ωB97M-V with the def2-TZVPD basis set

Structure (XYZ):
```
18
Properties=species:S:1:pos:R:3:nbo_charge:R:1
O 0.17 1.54 -3.03 -0.465
N 0.10 1.65 -1.79 0.393
O 0.28 2.91 -1.21 -0.157
N 0.32 2.59 0.21 -0.125
C -0.09 1.27 0.26 0.184
C -0.07 0.69 -0.96 0.031
C -0.17 -0.75 -1.17 -0.419
C 0.35 -1.58 0.03 -0.390
C -0.06 -1.11 1.43 -0.386
C -0.25 0.48 1.56 -0.457
H 0.22 -1.12 -2.08 0.249
H -1.23 -0.87 -1.18 0.220
H 1.41 -1.58 -0.12 0.203
H 0.10 -2.61 -0.12 0.219
H 0.55 -1.49 2.18 0.220
H -1.05 -1.56 1.65 0.201
H -1.12 0.66 2.21 0.243
H 0.53 0.90 2.13 0.236
```

Properties
SMILES: [O-][n+]1onc2c1CCCC2
energy relative to the best compared isomer or geometry (same formula, charge and spin): 5.609 eV
2S+1: 1
HOMO-LUMO gap: 9.089 eV

***

No. 4
C6H10 | ωB97M-V with the def2-TZVPD basis set

Structure (XYZ):
```
16
Properties=species:S:1:pos:R:3:nbo_charge:R:1
C -2.40 -0.69 0.49 -0.594
C -1.96 0.51 -0.36 -0.470
C -0.57 0.92 -0.08 -0.022
C 0.62 1.05 0.03 -0.012
C 2.08 0.85 -0.01 -0.468
C 2.30 -0.67 -0.10 -0.587
H -1.54 -1.31 0.76 0.215
H -2.90 -0.38 1.41 0.209
H -3.11 -1.32 -0.06 0.208
H -1.98 0.24 -1.43 0.225
H -2.66 1.34 -0.25 0.225
H 2.61 1.26 0.85 0.223
H 2.50 1.35 -0.89 0.223
H 1.69 -1.07 -0.91 0.210
H 3.35 -0.94 -0.27 0.206
H 1.97 -1.15 0.83 0.208
```

Properties
SMILES: CCC#CCC
energy relative to the best compared isomer or geometry (same formula, charge and spin): 1.477 eV
2S+1: 1
HOMO-LUMO gap: 10.435 eV

***

How do the records compare in calculated total energy? In the order shown, they have -513.4029, -460.9560, -493.2408, -234.5482 Ha.